No. 1
This record from OMol25 describes a structure of composition C36H47AsBrHgN7O7. The level of theory is ωB97M-V with the def2-TZVPD basis set.

Results
<S²>: 0.7644
Highest occupied orbital energy (spin up / spin down), Eh: -0.3626 / -0.3759
Maximum force, eV/A: 0.21

Structure (ORCA input):
```
! wB97M-V def2-TZVPD RIJCOSX def2/J DEFGRID3
* xyz 1 2
Hg 0.085 -0.584 1.175
C 2.275 2.234 3.469
O 2.078 1.828 2.104
C 2.073 2.721 1.159
C 2.069 4.081 1.361
C 2.081 5.028 0.331
Br 2.482 6.797 0.862
C 1.760 4.857 -1.000
C 1.325 3.696 -1.651
C 1.516 2.329 -1.203
O 1.252 1.348 -1.847
C 0.670 3.840 -2.919
N 0.325 2.852 -3.754
C -0.322 3.372 -4.868
C -0.865 2.765 -5.991
C -1.450 3.601 -6.923
C -1.491 4.990 -6.742
C -0.949 5.593 -5.623
C -0.363 4.751 -4.690
N 0.263 5.003 -3.471
H 3.223 2.761 3.550
H 2.304 1.308 4.033
H 1.436 2.845 3.804
H 2.124 4.431 2.378
H 1.805 5.761 -1.595
H 0.525 1.889 -3.504
H -0.832 1.694 -6.130
H -1.886 3.175 -7.815
H -1.960 5.605 -7.497
H -0.982 6.665 -5.485
H 0.315 5.898 -3.017
O 4.444 1.555 -2.602
C 5.625 1.384 -1.820
N 5.466 2.077 -0.586
C 4.996 1.612 0.607
O 4.910 2.376 1.559
C 4.604 0.177 0.758
C 4.905 -0.442 1.969
C 4.482 -1.741 2.179
C 3.754 -2.369 1.176
N 3.444 -1.783 0.025
C 3.860 -0.536 -0.176
H 4.563 1.094 -3.440
H 6.484 1.807 -2.344
H 5.813 0.328 -1.623
H 5.665 3.067 -0.572
H 5.460 0.104 2.722
H 4.701 -2.262 3.101
H 3.392 -3.381 1.315
H 3.546 -0.074 -1.104
C -2.685 2.005 -0.400
As -1.201 2.880 0.514
C -1.686 4.747 0.146
C -1.872 2.770 2.346
O 2.196 2.094 -0.012
H -3.630 2.479 -0.134
H -2.715 0.952 -0.119
H -2.539 2.074 -1.479
H -2.705 4.957 0.469
H -1.615 4.935 -0.927
H -1.001 5.419 0.664
H -2.910 3.099 2.393
H -1.268 3.401 2.998
H -1.805 1.738 2.689
C -3.426 -6.294 4.913
C -3.991 -6.024 3.527
N -3.030 -5.344 2.656
C -3.344 -3.978 2.254
C -3.253 -2.969 3.388
C -2.075 -6.120 2.083
O -2.037 -7.332 2.228
C -1.007 -5.458 1.257
C -0.634 -6.027 0.047
C 0.395 -5.446 -0.677
C 1.035 -4.332 -0.149
N 0.714 -3.803 1.031
C -0.286 -4.360 1.708
H -4.168 -6.800 5.532
H -3.142 -5.364 5.408
H -2.549 -6.935 4.842
H -4.874 -5.388 3.589
H -4.282 -6.962 3.055
H -4.358 -3.968 1.840
H -2.677 -3.688 1.448
H -3.949 -3.210 4.193
H -3.498 -1.977 3.008
H -2.248 -2.940 3.810
H -1.142 -6.917 -0.301
H 0.712 -5.856 -1.627
H 1.841 -3.839 -0.684
H -0.523 -3.910 2.667
C -4.374 -2.835 -1.364
C -3.145 -2.268 -0.695
N -1.967 -2.823 -1.080
O -3.198 -1.380 0.139
H -4.504 -3.881 -1.080
H -4.280 -2.792 -2.449
H -5.244 -2.267 -1.048
H -1.935 -3.635 -1.670
H -1.125 -2.555 -0.592
*
```

=====

No. 2
This record from OMol25 describes a structure of composition C36H47LaN2OP2S2 in a non-equilibrium geometry. The level of theory is ωB97M-V with the def2-TZVPD basis set.

Results
Highest occupied orbital energy, Eh: -0.4943
Maximum force, eV/A: 1.37

Structure (ORCA input):
```
! wB97M-V def2-TZVPD RIJCOSX def2/J DEFGRID3
* xyz 2 1
La 0.527 0.533 -0.573
O 3.178 0.629 -0.698
C 4.013 1.713 -1.163
C 4.230 2.760 -0.081
C 2.911 3.265 0.529
C 2.006 3.889 -0.496
C 2.065 5.256 -0.740
C 1.245 5.820 -1.702
C 0.405 4.988 -2.429
C 0.422 3.639 -2.151
N 1.177 3.084 -1.188
H 3.743 -0.040 -0.302
H 3.504 2.143 -2.024
H 4.969 1.317 -1.504
H 4.788 3.592 -0.517
H 4.839 2.339 0.722
H 3.143 3.996 1.303
H 2.403 2.428 1.008
H 2.752 5.866 -0.169
H 1.260 6.885 -1.888
H -0.245 5.375 -3.201
H -0.197 2.959 -2.730
C -3.186 2.378 -2.301
C -3.683 1.196 -1.464
C -3.986 0.013 -2.385
P -2.425 0.775 -0.159
C -3.065 -0.785 0.644
C -2.664 -2.015 -0.178
C -2.509 -0.953 2.062
C -2.630 2.062 1.184
C -4.080 2.261 1.618
C -1.960 3.401 0.852
H -3.961 2.684 -3.004
H -2.309 2.080 -2.883
H -2.929 3.246 -1.695
H -4.596 1.473 -0.933
H -3.070 -0.414 -2.801
H -4.596 0.360 -3.221
H -4.548 -0.770 -1.880
H -4.155 -0.712 0.685
H -1.579 -2.067 -0.271
H -3.095 -2.040 -1.175
H -2.981 -2.921 0.340
H -1.416 -0.989 2.039
H -2.856 -1.904 2.468
H -2.828 -0.169 2.749
H -2.067 1.629 2.014
H -4.652 2.782 0.850
H -4.111 2.873 2.521
H -4.573 1.314 1.841
H -2.586 4.012 0.204
H -0.984 3.273 0.374
H -1.802 3.970 1.770
N 0.664 0.944 1.938
C 0.745 0.908 3.088
C 0.840 0.873 4.496
C 1.420 1.955 5.171
C 1.504 1.923 6.549
C 1.014 0.825 7.248
C 0.440 -0.248 6.577
C 0.350 -0.235 5.199
H 1.795 2.802 4.612
H 1.951 2.750 7.081
H 1.080 0.808 8.328
H 0.066 -1.096 7.132
H -0.089 -1.066 4.663
S 1.255 -2.003 0.324
P 1.249 -2.562 -1.637
S 1.110 -0.956 -2.873
C -0.149 -3.677 -1.953
C -1.021 -3.476 -3.016
C -2.055 -4.379 -3.229
C -2.211 -5.471 -2.389
C -1.330 -5.672 -1.332
C -0.298 -4.778 -1.112
C 2.685 -3.630 -1.918
C 2.691 -4.404 -3.079
C 3.675 -5.360 -3.256
C 4.645 -5.551 -2.281
C 4.653 -4.761 -1.141
C 3.672 -3.799 -0.953
H -0.887 -2.633 -3.681
H -2.736 -4.227 -4.056
H -3.014 -6.175 -2.562
H -1.445 -6.530 -0.683
H 0.398 -4.930 -0.294
H 1.930 -4.256 -3.835
H 3.675 -5.969 -4.151
H 5.393 -6.322 -2.407
H 5.415 -4.900 -0.386
H 3.664 -3.197 -0.055
*
```

=====

No. 3
This record from OMol25 describes a structure of composition C36H48As2BiN6O8S2. The level of theory is ωB97M-V with the def2-TZVPD basis set.

Results
Highest occupied orbital energy, Eh: -0.1685
Maximum force, eV/A: 0.49

Structure (ORCA input):
```
! wB97M-V def2-TZVPD RIJCOSX def2/J DEFGRID3
* xyz -1 1
Bi -0.033 0.470 0.563
S 2.109 -2.201 -0.516
C 2.495 -1.345 -1.927
N 2.104 -0.143 -2.280
C 2.562 0.213 -3.533
C 2.290 1.427 -4.164
C 2.813 1.677 -5.425
C 3.608 0.730 -6.070
C 3.883 -0.488 -5.457
C 3.354 -0.740 -4.198
S 3.509 -2.133 -3.179
H 1.669 2.160 -3.661
H 2.592 2.617 -5.917
H 4.016 0.942 -7.050
H 4.496 -1.230 -5.956
C 2.909 2.274 -0.291
N 1.560 2.662 0.138
C 0.955 3.531 -0.870
C 1.594 3.323 1.439
C 0.286 3.223 2.197
C -0.006 4.211 3.135
C -1.154 4.136 3.911
C -2.021 3.064 3.746
C -1.732 2.084 2.806
C -0.583 2.141 2.015
H 3.567 3.155 -0.342
H 2.854 1.802 -1.270
H 3.314 1.548 0.411
H 1.564 4.434 -1.025
H -0.046 3.830 -0.557
H 0.877 2.991 -1.813
H 1.877 4.379 1.320
H 2.371 2.837 2.030
H 0.674 5.050 3.256
H -1.373 4.915 4.633
H -2.924 2.994 4.341
H -2.432 1.267 2.688
O -4.430 0.048 0.947
C -3.264 -0.328 1.017
O -2.298 0.193 0.355
C -2.953 -1.524 1.895
C -4.007 -2.383 2.085
C -3.892 -3.502 2.902
C -2.734 -3.735 3.592
C -1.671 -2.868 3.440
C -1.680 -1.739 2.538
O -0.641 -1.024 2.339
N -0.527 -3.175 4.295
O 0.228 -2.269 4.606
O -0.416 -4.307 4.739
N -5.023 -4.409 3.077
O -4.922 -5.297 3.908
O -6.009 -4.234 2.386
H -4.943 -2.160 1.594
H -2.652 -4.568 4.271
C -0.831 -4.999 -2.857
N -0.763 -3.558 -2.761
C -0.393 -2.684 -3.759
C -0.490 -1.439 -3.209
N -0.908 -1.528 -1.902
C -1.069 -2.806 -1.679
H -1.711 -5.319 -3.417
H -0.881 -5.418 -1.854
H 0.063 -5.381 -3.346
H -0.073 -3.024 -4.730
H -0.242 -0.489 -3.658
H -1.379 -3.246 -0.741
C -1.178 2.769 -4.732
C -1.659 3.284 -3.374
As -1.972 1.860 -2.030
C -3.366 2.870 -1.067
C -2.844 4.051 -0.252
C -3.244 0.846 -3.132
C -4.020 -0.241 -2.389
H -0.880 3.592 -5.385
H -1.964 2.212 -5.245
H -0.318 2.098 -4.633
H -2.587 3.849 -3.480
H -0.917 3.972 -2.961
H -3.885 2.156 -0.424
H -4.070 3.218 -1.827
H -2.123 3.731 0.505
H -3.662 4.549 0.274
H -2.360 4.798 -0.888
H -2.682 0.414 -3.961
H -3.928 1.593 -3.544
H -3.340 -0.954 -1.924
H -4.664 -0.784 -3.088
H -4.645 0.178 -1.599
C 2.983 -2.193 2.877
As 2.454 -0.394 3.257
C 1.387 0.029 4.784
C 4.144 0.446 3.644
O 1.868 0.418 1.926
H 3.937 -2.365 3.373
H 3.102 -2.210 1.791
H 2.248 -2.922 3.196
H 1.712 -0.543 5.652
H 0.349 -0.191 4.553
H 1.530 1.097 4.935
H 4.623 -0.016 4.507
H 3.981 1.505 3.834
H 4.780 0.329 2.766
*
```

=====

No. 4
This record from OMol25 describes a structure of composition C36H48BN9S4Ti in a non-equilibrium geometry. The level of theory is ωB97M-V with the def2-TZVPD basis set.

Results
<S²>: 2.0102
Highest occupied orbital energy (spin up / spin down), Eh: -0.4742 / -0.4738
Maximum force, eV/A: 2.15

Structure (ORCA input):
```
! wB97M-V def2-TZVPD RIJCOSX def2/J DEFGRID3
* xyz 2 3
Ti -0.073 -0.027 -0.074
C -1.963 -4.572 -1.269
C -2.224 -3.780 -0.030
C -3.334 -3.962 0.736
C -3.527 -3.190 1.905
N -2.677 -2.258 2.251
N -1.597 -2.039 1.495
B -0.594 -0.931 1.915
N 0.724 -1.586 2.417
N 0.450 -2.524 3.325
C 1.417 -3.224 3.859
C 2.760 -2.984 3.491
C 3.059 -2.030 2.560
C 4.453 -1.742 2.118
C 1.973 -1.315 1.982
S 2.236 -0.180 0.734
C 1.003 -4.248 4.908
C -0.140 -5.109 4.349
C 0.511 -3.437 6.120
C 2.166 -5.140 5.332
N -1.146 0.203 2.848
N -1.605 -0.182 4.055
C -2.105 0.704 4.874
C -2.248 2.057 4.472
C -1.677 2.491 3.319
C -1.653 3.935 2.937
C -1.062 1.510 2.489
S -0.185 2.043 1.120
C -2.489 0.345 6.303
C -1.831 1.363 7.255
C -4.014 0.468 6.464
C -2.009 -1.052 6.685
C -1.332 -2.756 0.376
S 0.049 -2.399 -0.580
C -4.736 -3.478 2.774
C -4.727 -2.593 4.010
C -4.664 -4.953 3.208
C -6.013 -3.222 1.962
H -2.802 -5.227 -1.492
H -1.065 -5.181 -1.149
H -1.792 -3.904 -2.114
H -4.079 -4.688 0.439
H 3.553 -3.572 3.932
H 5.169 -2.367 2.646
H 4.697 -0.693 2.297
H 4.556 -1.909 1.044
H -0.951 -4.477 3.987
H -0.528 -5.769 5.126
H 0.218 -5.729 3.524
H -0.279 -2.760 5.806
H 1.330 -2.849 6.541
H 0.130 -4.100 6.898
H 2.589 -5.689 4.488
H 1.806 -5.869 6.056
H 2.957 -4.564 5.816
H -2.765 2.764 5.105
H -2.357 4.507 3.538
H -1.883 4.061 1.880
H -0.651 4.338 3.102
H -2.297 2.346 7.188
H -0.762 1.467 7.057
H -1.951 1.018 8.282
H -4.367 1.450 6.141
H -4.273 0.351 7.517
H -4.546 -0.293 5.898
H -0.942 -1.034 6.909
H -2.181 -1.759 5.880
H -2.532 -1.398 7.577
H -3.870 -2.834 4.635
H -5.635 -2.751 4.593
H -4.661 -1.546 3.720
H -3.708 -5.166 3.691
H -4.787 -5.637 2.367
H -5.459 -5.163 3.924
H -6.079 -2.173 1.666
H -6.884 -3.459 2.573
H -6.061 -3.839 1.063
C -4.922 2.246 -1.332
N -3.976 1.608 -2.231
C -3.944 1.759 -3.607
C -2.858 1.119 -4.066
N -2.216 0.564 -2.956
C -2.917 0.883 -1.833
S -2.641 0.301 -0.270
C -0.888 0.088 -2.995
C -0.477 -0.710 -4.043
C 0.879 -0.970 -4.187
C 1.772 -0.349 -3.328
C 1.275 0.409 -2.287
N -0.050 0.559 -2.052
H -5.827 2.487 -1.881
H -4.492 3.164 -0.931
H -5.158 1.580 -0.507
H -4.700 2.301 -4.147
H -2.470 1.016 -5.063
H -1.206 -1.102 -4.738
H 1.231 -1.605 -4.989
H 2.838 -0.424 -3.486
H 1.930 0.975 -1.640
*
```

=====

No. 5
This record from OMol25 describes a structure of composition C36H48BaF2N2Si3 in a non-equilibrium geometry. The level of theory is ωB97M-V with the def2-TZVPD basis set.

Results
Highest occupied orbital energy, Eh: 0.0181
Maximum force, eV/A: 10.99

Structure (ORCA input):
```
! wB97M-V def2-TZVPD RIJCOSX def2/J DEFGRID3
* xyz -2 1
Ba 0.158 0.623 -0.215
C 3.241 1.113 3.204
Si 1.441 0.431 3.083
C 1.726 -1.184 4.143
C 0.579 1.502 4.444
C 1.175 1.548 5.718
C 0.640 2.273 6.770
C -0.539 2.984 6.568
C -1.136 2.957 5.319
C -0.607 2.235 4.232
Si -1.554 2.334 2.528
C -1.657 4.252 2.371
C -3.331 1.995 3.282
H 3.594 1.225 4.239
H 3.311 2.085 2.707
H 3.929 0.439 2.676
H 2.261 -1.014 5.090
H 2.311 -1.904 3.555
H 0.771 -1.669 4.383
H 2.094 0.995 5.895
H 1.136 2.284 7.738
H -0.984 3.558 7.378
H -2.057 3.518 5.181
H -1.694 4.760 3.344
H -2.550 4.526 1.795
H -0.794 4.636 1.818
H -3.779 2.882 3.757
H -3.273 1.202 4.038
H -4.026 1.654 2.505
C -1.723 0.885 -1.879
Si -0.380 0.134 -2.899
C 0.176 -1.385 -1.696
N 1.404 -1.165 -0.793
C 2.166 -2.362 -0.449
C 2.875 -2.992 -1.653
C 3.762 -1.932 -2.344
C 2.927 -0.704 -2.728
C 2.272 -0.137 -1.477
C 0.720 1.579 -3.579
C 1.387 1.405 -4.799
C 2.042 2.471 -5.394
C 2.020 3.724 -4.783
C 1.337 3.911 -3.594
C 0.675 2.848 -2.986
C -1.169 -0.739 -4.507
C -1.678 -2.043 -4.452
C -2.448 -2.583 -5.477
C -2.760 -1.817 -6.590
C -2.323 -0.499 -6.642
C -1.558 0.029 -5.613
H -2.457 0.065 -1.755
H -2.200 1.703 -2.430
H 0.356 -2.225 -2.373
H -0.726 -1.678 -1.103
H 1.476 -3.057 0.031
H 2.918 -2.071 0.288
H 2.148 -3.389 -2.366
H 3.482 -3.834 -1.309
H 4.252 -2.348 -3.227
H 4.545 -1.627 -1.641
H 2.159 -1.040 -3.434
H 3.505 0.069 -3.234
H 1.639 0.749 -1.763
H 3.054 0.227 -0.797
H 1.386 0.437 -5.286
H 2.578 2.329 -6.325
H 2.536 4.558 -5.246
H 1.312 4.881 -3.113
H 0.125 3.033 -2.064
H -1.491 -2.661 -3.579
H -2.809 -3.602 -5.398
H -3.353 -2.233 -7.397
H -2.591 0.127 -7.486
H -1.268 1.073 -5.661
C -3.840 -4.838 3.714
C -3.028 -4.117 2.673
C -2.592 -2.819 2.874
C -1.815 -2.201 1.899
N -1.468 -2.801 0.763
C -1.895 -4.047 0.565
C -2.667 -4.740 1.482
H -4.364 -4.134 4.359
H -3.192 -5.449 4.346
H -4.574 -5.501 3.253
H -2.841 -2.274 3.776
H -1.461 -1.182 2.052
H -1.608 -4.512 -0.374
H -2.985 -5.754 1.267
F 2.724 2.896 -0.620
C 1.702 3.157 0.470
F 0.905 4.179 -0.187
H 2.311 3.784 1.141
*
```

=====

Short version: DFT total energy = -7273.03677; -3095.15170; -7813.54716; -4360.13877; -2603.59382 Ha, in the order given.
Short version: relative energy (zero: lowest compared OMol25 entry of this formula, charge and spin) = 25.2; 6.2; 0.0; 27.8; 112.7 kcal per mole, in the order given.